# 1
Below is 2 unconnected molecules or ions with the total composition C5H14S at a distorted geometry, with properties calculated with the ωB97M-V functional and the def2-TZVPD basis.

The geometry in ORCA input format:
```
! RIJCOSX wB97M-V def2-TZVPD def2/J DEFGRID3
* xyz 0 1
H -4.6179 -2.4118 -1.9440
H 3.5747 -0.3813 2.7189
H -3.2655 -1.2585 -3.7613
H 5.1098 0.2205 1.8626
H -4.8637 -0.5492 -1.9161
C -4.1881 -1.3883 -1.7761
H 5.6046 1.2431 3.9181
C 4.2362 0.4466 2.4519
H -3.5114 0.9532 -2.6884
C -3.0259 -1.1352 -2.7103
C -2.5735 0.3698 -2.7256
C 4.5250 1.1188 3.8531
H 4.0137 0.5124 4.6479
H -2.2377 -1.8891 -2.5359
H 4.1127 2.1616 3.8813
H -1.9833 0.5948 -1.8124
H 1.9393 0.7091 1.4858
H -3.9541 -1.3571 -0.7023
H -1.9611 0.6487 -3.6001
S 3.0660 1.3919 1.3527
*
```

Calculated total energy in a.u.: -597.0436
Frontier orbital gap in eV: 9.832
E_LUMO in eV: 0.81
M in g/mol: 106.23
Max |F| in eV Å⁻¹: 2.65
Energy relative to the best compared isomer or geometry (same formula, charge and spin) in kJ/mol: 88.4

---

# 2
Below is a molecular structure, C32H26BeN5O3S2 at a distorted geometry, with properties calculated with the ωB97M-V functional and the def2-TZVPD basis.

The geometry in ORCA input format:
```
! RIJCOSX wB97M-V def2-TZVPD def2/J DEFGRID3
* xyz -1 1
C 3.0370 2.2861 -0.6776
H -7.5145 -0.4804 0.0030
H -4.4014 -0.9143 1.7988
C -4.5350 -0.0822 2.4727
N -0.5554 1.9920 0.5766
C 0.2442 0.1939 4.1748
C 2.9554 0.3864 -2.2795
C -1.0773 1.8006 2.9273
C 1.0008 -4.7175 -4.1302
Be 0.8054 0.9877 -0.6101
H 3.9352 0.1682 -4.1836
N -1.5484 1.2627 5.2967
C 3.6876 1.4271 -1.6119
C 2.2464 -3.6834 -2.3664
C 5.7865 2.5862 -1.2261
C 3.8340 3.2389 0.0028
H -2.6776 -0.4492 3.4380
H 5.7607 4.1025 0.2901
O 1.0683 -0.0458 0.6646
H -6.7154 2.3585 3.2659
C -5.6697 0.7174 2.4036
C 3.4248 -4.1289 -2.9360
C -1.9063 2.9290 2.8079
H -0.0554 -3.0823 -1.3346
N 1.0553 -0.7970 -2.6495
H 1.7096 -0.9232 3.0799
C -4.8434 2.0233 4.2533
H 6.8391 2.7093 -1.4471
C 0.9236 -0.1840 3.0323
C -1.4005 2.9837 0.4687
H -0.9949 -4.2795 -2.2608
C 5.1733 3.3779 -0.2580
C 3.3962 -4.8745 -4.1019
H 2.9322 -1.2052 -3.6778
H -2.3790 3.3590 3.6798
N 1.7142 0.1731 -1.9713
C -0.2244 -0.7773 -2.5177
H -5.7398 -0.3725 -0.0982
H 3.3494 3.8514 0.7521
H -1.5241 3.4034 -0.5186
C -0.2386 -3.4974 -2.3243
C -5.8155 1.7654 3.3134
S -1.1475 0.3617 -1.6886
H 4.3692 -3.8859 -2.4702
H 2.2732 -3.0851 -1.4693
C -0.3864 1.4060 1.7617
H 0.4618 -0.2844 5.1194
C -3.6724 1.2548 4.3003
N -2.7799 1.4588 5.3451
C 1.0224 -3.9792 -2.9519
H -2.7422 4.3476 1.4432
C -2.0871 3.4998 1.5724
S -1.0479 -2.1526 -3.2984
C -6.5903 -0.5014 0.5804
H 5.5457 0.9929 -2.5976
C 3.6318 -0.4473 -3.3369
H -6.5098 -1.4706 1.0873
C 2.1794 -5.1610 -4.7005
H 2.1532 -5.7291 -5.6208
O -6.6887 0.5556 1.5038
C 0.5808 0.3457 1.7766
C -0.8235 1.0948 4.1452
C -3.5511 0.1881 3.4009
H 0.0548 -4.9277 -4.6089
H 4.3177 -5.2307 -4.5435
H 4.5084 -0.9437 -2.9203
O 1.7763 2.2364 -0.4227
H -4.9604 2.8415 4.9497
C 5.0498 1.6255 -1.8774
*
```

Calculated total energy in a.u.: -2545.8281
Frontier orbital gap in eV: 6.867
E_LUMO in eV: 2.35
M in g/mol: 601.74
Max |F| in eV Å⁻¹: 1.49
Energy relative to the best compared isomer or geometry (same formula, charge and spin) in kJ/mol: 91.3

---

# 3
Below is a molecular structure, C52H48IrN7O2S5, with properties calculated with the ωB97M-V functional and the def2-TZVPD basis.

The geometry in ORCA input format:
```
! RIJCOSX wB97M-V def2-TZVPD def2/J DEFGRID3
* xyz 2 5
C 5.5926 2.3507 -4.9104
C 0.1803 3.4292 -2.4251
H 3.0775 -0.6393 -5.2487
H 0.5060 3.6046 -1.4069
S -0.4477 -2.3854 1.1469
C 2.6384 -4.3871 -1.4541
H 2.5069 -0.9775 -7.6381
H 1.0211 1.5269 -5.1365
H -5.5317 -1.1606 0.0515
C 2.3605 2.8201 1.3304
H 2.4649 4.4178 -0.1036
C 2.5031 -2.2097 -2.4135
H 6.3962 1.7449 -5.3118
C 2.2451 2.4326 2.6601
C -1.0204 0.2915 3.9791
C -0.4719 -1.6250 2.6916
H 4.5954 -5.2635 -1.4409
C -0.0128 -2.2479 3.8576
H 2.1672 -5.2373 -0.9778
H 0.3800 -3.2523 3.7705
H -5.9922 1.2577 0.3650
H -4.9872 0.9397 -1.0501
C 3.5432 3.9263 -3.8570
S -2.1475 1.2393 -1.2307
H -5.4417 5.0102 4.9288
H 0.2140 -1.6490 -8.2758
C 1.8728 -3.2876 -1.8088
H 4.3392 -1.3303 -3.1209
C 2.1178 3.4159 3.6238
H 6.2667 4.1533 -5.8540
H 4.6721 0.7110 -3.8566
C 0.4618 -1.5079 -7.2295
H 0.2954 -2.0885 5.9646
C -5.7826 5.6071 2.8913
C -3.4243 4.2703 2.3104
H -3.3106 3.8466 4.4070
C -1.2891 3.8572 -4.2786
H 2.2456 1.3795 2.9276
H 7.2396 1.4599 0.6898
C 5.1112 1.5097 0.4658
H 1.9925 5.5224 4.0148
H 3.0793 -1.2272 0.3011
C -0.2012 -1.5276 -4.9148
H -1.4110 1.2977 3.9212
H 2.2047 6.1716 1.6420
C -5.0173 0.8998 0.0338
C 2.0769 -0.9412 -5.5407
Ir -0.4842 -0.3376 -0.1932
H 2.0278 3.1373 4.6661
H -5.9452 -0.3666 2.3921
H 2.7521 4.5376 -3.4359
H -4.3054 2.3530 1.4067
H -0.9418 -1.6585 -4.1338
C 1.7529 -1.1274 -6.8747
S 1.4261 -0.8819 -2.8622
N 2.5322 0.3047 -2.8750
C 2.2160 5.1256 1.9214
H -4.2223 0.0240 2.5750
C 4.6328 1.7655 -4.0995
C -0.0670 -1.5996 5.0683
C -0.6121 2.9185 -5.0554
C -0.8972 4.1104 -2.9708
H -0.9208 2.7268 -6.0764
C 3.9689 0.7237 0.3541
C 4.5082 4.4939 -4.6707
H 4.4629 5.5530 -4.8934
H -4.7354 -1.6505 2.3951
C -0.5094 -1.7114 -6.2561
H -6.7045 6.1313 3.1192
C -5.3078 5.5764 1.5830
C -4.1339 4.9015 1.2896
N 1.3153 0.5077 0.4036
O -1.4150 0.2688 1.7130
C 1.0871 -1.1383 -4.5831
H 5.2948 -2.3649 0.5072
H -2.1292 4.3960 -4.7020
C 2.0976 4.7575 3.2544
H 5.0440 2.5937 0.4556
C -4.7970 -0.5211 0.5464
C 0.4733 2.2405 -4.5327
H -0.9831 2.6441 0.6746
C -4.9357 -0.6310 2.0638
C 3.8713 -2.1953 -2.6697
C 6.3346 0.8725 0.5914
N 2.5405 2.3423 -1.1852
O -1.1799 3.6707 2.7861
C -3.8867 4.3229 3.6215
C -2.7983 2.0301 0.1576
N -4.0333 1.8649 0.5668
C -5.0750 4.9790 3.9089
H -3.8116 -0.8641 0.2398
H 5.6872 -3.3138 -2.4972
C 6.3957 -0.5191 0.6006
H -5.8534 6.0835 0.7951
C -2.1262 3.5959 2.0431
N 0.2037 -0.8210 -2.0619
C 0.8446 2.5051 -3.2169
C 2.3529 4.1530 0.9399
H -3.7592 4.8763 0.2715
H -1.5096 -2.0149 -6.5400
H -1.4274 4.8435 -2.3733
C 4.0044 -4.3963 -1.7104
H -0.6506 0.2411 6.0612
C 3.6182 2.5623 -3.5917
S 2.3844 1.4842 0.1764
H 7.3568 -1.0111 0.7044
C 5.5235 3.7056 -5.2050
N -0.9623 -0.3666 2.7968
H 0.8064 -3.2540 -1.6080
S 2.3504 1.8082 -2.6084
C 5.2394 -1.2825 0.4891
C 4.0041 -0.6606 0.3701
C 4.6211 -3.3031 -2.3108
C -0.5839 -0.3023 5.1284
N -1.9535 2.8731 0.8339
*
```

Calculated total energy in a.u.: -4638.6118
Frontier orbital gap (spin up / spin down) in eV: 6.779 / 6.765
E_LUMO (spin up / spin down) in eV: -4.36 / -5.89
M in g/mol: 1155.55
⟨S²⟩: 6.016
Max |F| in eV Å⁻¹: 0.73
Energy relative to the best compared isomer or geometry (same formula, charge and spin) in kJ/mol: 9.5

---

# 4
Below is a molecular structure, C35H67FeN5O6P2S3 at a distorted geometry, with properties calculated with the ωB97M-V functional and the def2-TZVPD basis.

The geometry in ORCA input format:
```
! RIJCOSX wB97M-V def2-TZVPD def2/J DEFGRID3
* xyz 1 6
H 3.4196 -3.8312 -1.8789
H 0.3060 4.1799 0.8736
H 0.1413 -0.5103 4.2846
H -3.0284 2.7752 3.2935
C -2.1020 -5.6151 -5.1223
O 3.5649 0.5596 3.2636
C -0.1029 -1.5708 4.3343
C -5.3927 -0.5002 0.0238
C 2.2428 2.1307 4.5491
H 4.2240 -2.8099 -0.6714
C 1.4579 1.8775 -4.6941
H -1.2161 -5.8688 -3.1649
H 0.4610 2.3243 -4.6609
H 5.9020 -2.7358 3.4546
H -3.2459 -3.5174 3.1960
Fe -1.0445 -0.6185 -0.0345
C 3.2722 -3.2531 4.2121
H 4.5299 2.7587 2.0087
C -3.9877 1.1190 1.1819
C -0.6935 6.0297 -0.9008
C 3.3798 -3.4783 -0.8466
C -0.6637 7.3449 -1.6743
H -4.1782 -5.1562 -3.3960
C 2.5716 4.1713 -4.3881
H 3.9758 -4.0127 4.5512
N -1.4950 -2.4773 -1.4021
P 2.9118 -0.1409 1.9821
H -1.4362 5.3646 -1.3494
O 0.8843 -0.9215 -1.0822
C -2.7049 1.6979 1.4469
H 1.4091 6.0032 -0.4421
H 1.2934 0.3576 -3.1709
C 1.7827 1.3199 -3.3024
H 2.8604 1.1897 -3.1864
H -2.9486 -0.7270 4.9958
C -2.0905 -3.0241 -2.2283
H -3.0725 -5.7897 -5.5965
O -1.6370 1.2621 0.9774
H 0.9808 5.1711 -1.9389
C -6.5022 0.0373 0.6120
O -1.3052 -1.7004 1.8565
H 3.4568 2.4200 -5.2769
H -1.1428 2.9241 -0.3732
H -3.6847 -3.3294 -4.9844
C 3.6111 2.9270 2.5682
H -0.3967 7.1712 -2.7177
C -3.1887 -5.0396 -2.9466
H -1.3693 -6.2550 -5.6147
H 4.3803 2.0241 4.3570
H -2.2928 0.3923 3.7762
H -7.2788 1.5262 1.9737
H -0.2699 -1.8665 5.3702
P -1.5806 -1.8219 3.3255
H 1.9612 2.8881 -1.8910
H -5.0886 2.4802 2.4524
C -2.6855 -3.2384 -4.5510
C 1.8882 -1.6366 -1.2019
S 1.0266 0.5134 1.7008
H -2.5233 -7.0070 -3.5111
H 2.2073 1.3804 5.3394
H 1.3612 2.0190 3.9184
H 3.0605 3.9881 -3.4291
H 5.1401 -1.2916 4.1457
O -3.0889 -0.5219 -0.3230
H 3.6165 3.9417 2.9659
H 1.5779 4.5864 -4.2077
S -1.1036 1.0673 -2.2658
H 2.7627 2.8071 1.8933
C 0.0984 2.1537 -1.7019
C 3.5014 1.9342 3.7149
H 1.6710 3.6052 -0.0708
H -0.7006 -3.9836 -4.9029
H 3.4693 -4.3333 -0.1837
H -3.6865 -0.6328 3.3717
C -2.2724 -3.4538 3.6826
C -4.0866 0.0121 0.2761
C -6.3938 1.1186 1.5054
C -5.1604 1.6416 1.7729
N 1.3243 2.1802 -2.2184
C -2.7536 -0.5834 3.9332
H -1.6210 -4.2126 3.2504
N -2.7846 -3.6452 -3.1454
H 0.0691 8.0289 -1.2442
C -2.6074 2.9418 2.3027
H 3.1200 -2.5296 5.0138
H 3.1607 4.9233 -4.9121
H 0.2090 -3.5133 -0.1500
H -2.3841 -3.6248 4.7521
H 2.6834 -1.3490 -1.8961
N 2.1255 -2.7855 -0.5794
C 0.6595 4.0142 -0.1449
H 0.7307 -2.1266 3.9087
H -7.4792 -0.3714 0.3863
C 3.8264 -2.5595 2.9798
H -5.4601 -1.3380 -0.6584
H -1.7037 -3.8758 -6.3538
H 5.5329 -1.3533 2.4230
S 4.0689 0.0135 0.3820
H 1.4128 1.0385 -5.3922
C -1.7084 -4.1449 -5.2966
H -2.3801 -2.1941 -4.5981
C 1.1541 -3.3297 0.3577
C 2.4730 2.8940 -5.2214
N -0.2217 3.0337 -0.7557
C 5.1829 -1.9370 3.2715
H 1.5320 -4.2569 0.7787
H -1.5575 3.2113 2.4025
H 2.3202 -3.7366 3.9880
H -0.9973 6.2213 0.1332
C -2.1976 -5.9734 -3.6365
H -3.2647 -5.2440 -1.8796
H 2.1850 3.1622 -6.2399
C 0.6703 5.3431 -0.9043
H 0.9601 -2.6269 1.1715
H 3.9530 -3.2894 2.1739
H -3.1502 3.7616 1.8302
H -1.6386 7.8310 -1.6510
H 2.2446 3.1230 4.9996
O 2.7916 -1.6462 2.5169
*
```

Calculated total energy in a.u.: -5240.0660
Frontier orbital gap (spin up / spin down) in eV: 7.471 / 5.311
E_LUMO (spin up / spin down) in eV: -2.05 / -4.17
M in g/mol: 867.94
⟨S²⟩: 8.763
Max |F| in eV Å⁻¹: 1.63
Energy relative to the best compared isomer or geometry (same formula, charge and spin) in kJ/mol: 61.8

---

# 5
Below is 8 unconnected molecules or ions with the total composition C11H38N6O12 at a distorted geometry, with properties calculated with the ωB97M-V functional and the def2-TZVPD basis.

The geometry in ORCA input format:
```
! RIJCOSX wB97M-V def2-TZVPD def2/J DEFGRID3
* xyz 0 1
C 1.1941 4.1353 -1.4424
C -0.4043 1.8485 -4.9105
O -0.0809 -1.6276 1.5673
H 0.8636 -3.3598 0.1819
H 3.3927 0.4925 1.6321
H 4.8681 0.5650 4.3204
O 5.4430 0.8378 1.7647
O 1.6277 3.0930 0.6811
H 0.2888 0.6352 -0.8909
H -4.1711 -0.1416 -3.8656
O -1.4482 -0.6039 -2.3251
O -0.6611 -3.1506 -0.9949
N -3.6720 0.0479 3.4430
N -3.1849 -0.3134 -3.7952
H 0.7490 1.4577 0.3391
H 0.9849 5.0609 0.4549
N -0.0352 1.7626 -3.5878
H 1.6641 3.2722 1.6251
H -1.5882 -2.3405 0.9806
H 5.6254 -0.0718 1.5085
H -0.1383 0.8222 -3.2387
C 4.1513 0.8833 2.3249
N -1.6434 0.7317 2.5798
N -3.5596 -1.0767 -1.6588
H -4.5726 0.2179 3.8450
H -3.3142 -1.2409 -0.6892
C 2.1580 -2.5262 1.3710
H -2.3804 -4.4815 0.9701
C -1.8924 -3.8605 -1.0882
H -1.1395 1.4732 2.1319
C -2.6728 -3.7697 0.1955
H -0.9760 0.6294 -6.4185
O -2.5262 -2.4384 0.7412
O 0.3976 0.5947 0.0633
H 1.4723 -1.2075 2.8939
O -3.2270 2.2605 3.1525
O -0.6274 2.8782 -5.5123
O -0.2360 4.0783 -1.5855
C -2.6489 -0.6472 -2.5714
C 4.0803 0.1965 3.6580
C -2.8684 1.0981 3.0676
H 3.1345 0.3872 4.1778
C 1.6352 4.3272 -0.0268
H -0.8110 -2.2186 -1.2161
H -3.3873 -0.8995 3.2693
O 4.2342 -1.2212 3.4696
H -0.2927 -0.2449 -5.0450
H 2.6584 4.7220 -0.0724
O 1.7282 -3.5986 0.5529
H -2.6476 -0.3683 -4.6386
H -4.5273 -1.0748 -1.9290
H 2.5592 -1.6870 0.7835
H -0.1897 2.5384 -2.9644
H 0.1081 -0.8333 1.0276
H 3.8571 1.9321 2.4375
N -0.5927 0.6011 -5.4928
H -2.4446 -3.4915 -1.9564
H 1.5945 3.2123 -1.8650
H 4.9380 -1.5372 4.0409
H -1.3655 -0.2300 2.4707
H 1.5659 4.9668 -2.0437
H -3.7472 -3.8794 0.0421
H 2.9843 -2.8763 1.9888
H 0.7735 -2.8049 2.9991
H -1.5728 -4.8646 -1.3851
C 1.0561 -2.0264 2.2907
H -0.5409 4.9545 -1.8335
*
```

Calculated total energy in a.u.: -1673.4247
Frontier orbital gap in eV: 9.830
E_LUMO in eV: 0.35
M in g/mol: 446.45
Max |F| in eV Å⁻¹: 1.55
Energy relative to the best compared isomer or geometry (same formula, charge and spin) in kJ/mol: 0.0

---

# 6
Below is C16H15NO4S in the gas phase, with properties calculated with the ωB97M-V functional and the def2-TZVPD basis.

The geometry in ORCA input format:
```
! RIJCOSX wB97M-V def2-TZVPD def2/J DEFGRID3
* xyz 0 1
C 7.1960 1.0074 -0.4103
C -4.5527 2.3185 -0.4097
H -3.8131 -1.9400 -1.6275
C 0.8849 -0.2640 0.9180
C -4.0452 -0.0170 -0.7042
H -0.1482 -2.1353 1.1551
C -5.8731 0.6632 0.7084
C 5.0347 -0.1460 -0.1820
H -4.3370 3.3538 -0.6308
N -1.3959 -0.7326 0.2730
C 3.1322 0.0008 1.4689
C 3.7283 -0.6441 0.2138
H -1.2980 0.1614 -0.1870
C -3.1933 -1.1135 -1.2782
C -0.3639 -1.0636 1.2188
O 0.9568 0.5842 0.0679
H 8.0447 1.6471 -0.2667
H -0.6773 -0.8475 2.2491
C -2.2681 -1.6553 -0.1924
O 1.8737 -0.5776 1.7590
H -6.6904 0.4035 1.3651
C -5.0996 -0.3345 0.1446
H -6.2075 2.7728 0.8701
C 6.9930 0.0894 -1.3974
O 3.1387 -1.5069 -0.3919
H 3.7677 -0.1866 2.3361
C -5.6020 1.9932 0.4319
C -3.7769 1.3192 -0.9717
H -2.9633 1.5831 -1.6338
S 5.8897 1.0872 0.6920
O -2.3287 -2.7825 0.2448
H 5.3989 -1.3302 -1.9375
H -5.3070 -1.3719 0.3624
C 5.7615 -0.5701 -1.2696
H -2.5900 -0.7415 -2.1077
H 7.7001 -0.1045 -2.1833
H 3.0303 1.0802 1.3029
*
```

Calculated total energy in a.u.: -1372.6370
Frontier orbital gap in eV: 8.774
E_LUMO in eV: -0.23
M in g/mol: 317.37
Max |F| in eV Å⁻¹: 0.87
Energy relative to the best compared isomer or geometry (same formula, charge and spin) in kJ/mol: 70.2

---

> energy relative to the best compared isomer or geometry (same formula, charge and spin) of number 1 (C5H14S)?

88.4 kJ/mol